(1)
{
  "formula": "C22H37BrCa2ClF3LiN3O11PS",
  "method": "the ωB97M-V functional and the def2-TZVPD basis",
  "gap_ev": 1.15,
  "mol_weight_g_mol": 842.04,
  "charge": 1,
  "e_lumo_ev": -8.260,
  "elements": ["Br", "Ca", "Ca", "Cl", "S", "P", "F", "F", "F", "O", "O", "O", "O", "O", "O", "O", "O", "O", "O", "O", "N", "N", "N", "C", "C", "C", "C", "C", "C", "C", "C", "C", "C", "C", "C", "C", "C", "C", "C", "C", "C", "C", "C", "C", "C", "Li", "H", "H", "H", "H", "H", "H", "H", "H", "H", "H", "H", "H", "H", "H", "H", "H", "H", "H", "H", "H", "H", "H", "H", "H", "H", "H", "H", "H", "H", "H", "H", "H", "H", "H", "H", "H", "H"],
  "xyz": [[4.679, -5.488, -0.419], [0.196, 4.428, -3.124], [1.057, 2.515, -5.551], [4.602, 5.469, -1.527], [-3.176, -0.832, 6.433], [-1.303, -0.129, -3.253], [-5.500, -1.862, 7.309], [-4.798, -2.748, 5.463], [-3.858, -3.268, 7.343], [-2.047, -1.408, 5.708], [0.266, -0.862, -3.007], [-0.107, -0.679, -0.679], [3.915, 3.487, 3.840], [1.355, -4.634, -6.435], [2.589, 4.065, 1.163], [2.614, -1.601, -2.124], [3.499, 6.369, 2.918], [-3.897, 0.181, 5.670], [1.558, -2.099, -1.382], [-2.839, -0.406, 7.785], [-4.513, -0.029, -2.507], [-3.394, -3.584, 1.064], [4.340, -3.576, -2.074], [-0.751, 2.614, -4.211], [-2.158, -5.526, 1.770], [3.148, 3.390, 0.055], [-3.060, -4.880, 0.941], [4.818, 4.329, 3.118], [2.238, -4.890, -5.492], [-4.380, -2.232, 6.646], [2.844, 7.237, 3.825], [0.483, -1.158, -1.653], [-2.435, -1.563, -3.840], [1.692, -4.263, -4.184], [2.085, 3.187, 2.169], [-2.802, -2.900, 2.057], [-1.561, -4.793, 2.787], [-5.737, -1.497, -0.727], [-1.012, 1.074, -4.715], [2.523, 3.629, 3.565], [3.664, -2.572, -2.067], [-1.886, -3.452, 2.936], [4.713, 5.820, 3.425], [-3.409, -1.140, -5.046], [-5.052, -0.678, -1.725], [2.401, -1.893, 0.223], [-1.657, 3.053, -3.628], [-3.091, -1.857, 2.136], [-1.928, -6.574, 1.626], [-0.552, 3.243, -5.197], [3.835, 4.081, -0.466], [-3.057, -1.933, -2.948], [2.447, -5.945, -5.242], [-6.323, -2.295, -1.189], [3.724, 2.507, 0.360], [3.240, 8.251, 3.728], [4.805, 5.976, 4.506], [5.818, 4.004, 3.421], [2.187, 4.640, 3.793], [-0.848, -5.262, 3.457], [-1.871, 1.111, -5.461], [-1.797, -2.443, -4.188], [2.400, 2.156, 1.998], [-6.423, -0.903, -0.118], [-0.027, 0.721, -5.239], [0.729, -4.696, -3.895], [2.931, 6.896, 4.861], [-3.550, -5.409, 0.129], [-1.439, -2.848, 3.717], [4.755, 4.134, 2.050], [-5.026, -1.973, -0.043], [0.236, 2.639, -3.565], [0.990, 3.231, 2.111], [1.570, -3.178, -4.273], [5.535, 6.345, 2.926], [-3.964, -2.083, -5.405], [-4.213, -0.404, -4.689], [2.363, 3.109, -0.651], [1.781, 7.250, 3.568], [3.258, -4.482, -5.604], [2.013, 2.981, 4.284], [-2.846, -0.747, -5.976], [2.395, -4.450, -3.365]],
  "mulliken_charge": [-0.23, 1.17, 1.03, -0.66, 1.10, -0.02, -0.23, -0.23, -0.23, -0.59, -0.22, -0.44, -0.48, -0.41, -0.17, -0.09, -0.25, -0.63, -0.35, -0.60, -0.47, -0.36, -0.41, -0.78, -0.49, -0.22, -0.46, -0.21, -0.31, 0.61, -0.85, 0.83, -0.43, -0.46, -0.40, 0.07, -0.21, -0.66, -0.65, -0.33, 0.45, -0.84, -0.55, -1.13, 0.49, 0.91, 0.54, 0.55, 0.41, 0.28, -0.08, 0.25, 0.27, 0.30, 0.35, 0.28, 0.35, 0.42, 0.08, 0.45, 0.35, 0.45, 0.20, 0.35, 0.07, 0.35, 0.41, 0.38, 0.45, 0.01, 0.08, -0.12, 0.40, 0.08, 0.40, 0.35, 0.34, -0.15, 0.23, 0.26, 0.44, 0.33, 0.22]
}

(2)
{
  "formula": "C22H37BrCl8FNO11S",
  "method": "the ωB97M-V functional and the def2-TZVPD basis",
  "gap_ev": 10.15,
  "mol_weight_g_mol": 906.13,
  "smiles": "CCC(=O)OCC[C@@H](CCCCS(=O)(=O)O)O[C@@H](CC(=O)F)[C@@](Br)(CCO)O[C@H](O)N=C=O.ClCCl.ClCCl.ClCCl.ClCCl",
  "e_lumo_ev": -0.011,
  "elements": ["Br", "Cl", "Cl", "Cl", "Cl", "Cl", "Cl", "Cl", "Cl", "S", "F", "O", "O", "O", "O", "O", "O", "O", "O", "O", "O", "O", "N", "C", "C", "C", "C", "C", "C", "C", "C", "C", "C", "C", "C", "C", "C", "C", "C", "C", "C", "C", "C", "C", "C", "H", "H", "H", "H", "H", "H", "H", "H", "H", "H", "H", "H", "H", "H", "H", "H", "H", "H", "H", "H", "H", "H", "H", "H", "H", "H", "H", "H", "H", "H", "H", "H", "H", "H", "H", "H", "H"],
  "xyz": [[2.168, -1.680, -2.971], [6.391, 1.188, 1.659], [7.034, 3.953, 2.448], [-4.989, -4.132, 5.954], [-2.737, 7.659, -3.170], [2.854, 1.504, 4.612], [-2.435, 6.312, -0.584], [3.739, 3.467, 2.615], [-7.090, -2.362, 6.984], [-0.594, -4.510, -1.323], [-1.138, 3.660, -3.143], [-3.970, -0.851, 3.542], [1.881, -0.098, -0.782], [-2.867, -1.542, 1.731], [-0.446, 0.738, -1.607], [-1.424, -5.590, -0.908], [-1.819, 1.775, -4.042], [0.272, 3.178, 1.468], [1.913, 0.536, 1.363], [0.755, -5.137, -1.890], [-0.238, -3.531, -0.337], [5.279, 1.379, -1.693], [1.608, 2.194, -0.235], [-1.287, -3.744, -2.758], [-1.154, -0.397, 0.392], [3.069, 0.960, -2.677], [4.459, 0.391, -2.339], [-2.731, -3.259, -2.576], [-2.907, 6.139, -2.280], [-2.555, -0.327, 0.996], [-2.942, -2.172, -1.518], [3.193, 3.209, 4.276], [0.465, 0.607, -2.659], [2.274, 0.945, 0.082], [-0.782, -2.694, 3.296], [-1.012, -0.504, -1.130], [0.489, 1.950, -3.390], [-2.991, -1.374, 3.074], [-1.908, -1.906, 3.977], [-2.283, -0.826, -1.904], [-0.928, 2.397, -3.574], [7.449, 2.591, 1.403], [-6.086, -2.790, 5.592], [0.935, 2.709, 0.646], [1.891, 0.136, -2.157], [-3.341, -4.121, -2.314], [4.977, 0.122, -3.254], [-2.583, 0.487, 1.719], [-2.960, 0.022, -1.816], [3.000, 1.997, -2.366], [3.351, 1.108, 0.064], [3.977, 3.538, 4.946], [-3.028, -2.844, -3.536], [0.094, -0.122, -3.379], [7.361, 2.911, 0.372], [-3.944, 5.829, -2.320], [8.463, 2.280, 1.620], [-4.015, -2.008, -1.450], [-1.151, -3.544, 2.733], [-2.272, 5.397, -2.739], [-6.734, -3.089, 4.777], [-2.400, -2.578, 4.671], [-3.348, -0.125, 0.284], [-5.492, -1.928, 5.309], [-0.167, -2.049, 2.678], [-0.288, -1.287, -1.334], [-2.590, -2.479, -0.538], [5.377, 1.120, -0.772], [-1.441, -1.092, 4.524], [2.286, 3.780, 4.435], [2.628, 0.013, 1.745], [-0.129, -3.076, 4.081], [-1.225, -4.492, -3.546], [1.420, -4.425, -1.871], [2.980, 0.938, -3.761], [4.385, -0.493, -1.710], [-0.661, -2.912, -3.072], [1.022, 2.712, -2.833], [-2.025, -0.856, -2.966], [-0.628, -1.225, 0.847], [-0.618, 0.498, 0.695], [0.913, 1.843, -4.386]],
  "mulliken_charge": [-0.19, -0.15, -0.14, -0.18, -0.17, -0.15, -0.16, -0.11, -0.17, 1.05, -0.26, -0.63, -0.36, -0.24, -0.64, -0.70, -0.51, -0.50, -0.34, -0.49, -0.45, -0.54, -0.34, 0.00, 0.27, -0.59, -0.87, -1.45, 0.32, -1.04, -0.40, -0.36, -0.28, 0.32, -0.95, 2.13, -1.09, 0.47, -0.10, -1.41, 0.36, -0.24, 0.02, 0.67, 0.66, 0.46, 0.41, 0.58, 0.53, 0.26, 0.14, 0.33, 0.43, 0.87, 0.21, 0.28, 0.35, 0.41, 0.31, -0.20, 0.27, 0.23, 0.24, 0.05, 0.06, -0.34, 0.24, 0.14, 0.25, 0.29, 0.30, 0.47, 0.48, 0.37, 0.67, 0.41, -0.14, 0.33, 0.53, -0.32, -0.36, 0.41]
}

(3)
{
  "formula": "C22H37GeN3O5RuSSeSi",
  "method": "the ωB97M-V functional and the def2-TZVPD basis",
  "gap_ev": [8.51, 6.57],
  "mol_weight_g_mol": 736.35,
  "charge": 1,
  "e_lumo_ev": [-1.885, -4.019],
  "spin_multiplicity": 6,
  "de_lowest_kcal_mol": 1.0,
  "elements": ["Ru", "Se", "Ge", "S", "Si", "O", "O", "O", "O", "O", "N", "N", "N", "C", "C", "C", "C", "C", "C", "C", "C", "C", "C", "C", "C", "C", "C", "C", "C", "C", "C", "C", "C", "C", "C", "H", "H", "H", "H", "H", "H", "H", "H", "H", "H", "H", "H", "H", "H", "H", "H", "H", "H", "H", "H", "H", "H", "H", "H", "H", "H", "H", "H", "H", "H", "H", "H", "H", "H", "H", "H", "H"],
  "xyz": [[0.707, 0.086, 0.863], [-0.583, -2.282, 0.177], [-3.717, -2.947, 0.812], [2.089, 1.832, -0.204], [4.351, 2.354, -2.970], [1.949, -0.759, 2.200], [2.651, -0.310, 4.277], [0.771, 2.764, 4.588], [-0.559, -0.383, 3.625], [0.603, 1.898, 2.539], [1.713, -0.473, -1.254], [-1.248, 1.060, 0.216], [-4.532, 3.057, -1.363], [-3.627, -4.424, -0.456], [-2.177, 1.615, 1.005], [3.369, -0.245, -3.417], [6.091, 1.708, -3.208], [-3.276, 2.288, 0.536], [1.832, -0.750, 3.510], [0.489, -1.280, 4.012], [-4.264, -1.295, -0.075], [3.286, 0.832, -2.539], [1.823, -1.485, -2.120], [-4.875, -3.358, 2.330], [2.640, -1.413, -3.223], [-3.464, 2.414, -0.850], [2.415, 0.658, -1.454], [3.667, 3.020, -4.581], [-0.547, 0.815, 4.359], [0.814, -3.528, 0.720], [-2.490, 1.830, -1.678], [4.358, 3.700, -1.676], [-1.905, -2.665, 1.563], [-1.425, 1.182, -1.111], [0.353, 1.860, 3.727], [3.628, 2.251, -5.356], [0.536, -4.529, 0.402], [-2.823, -4.274, -1.178], [-1.570, -3.576, 2.060], [-4.619, -4.327, 2.758], [-0.660, 0.739, -1.739], [-1.560, 1.226, 4.337], [4.021, -0.181, -4.282], [0.934, -3.483, 1.798], [-5.919, -3.392, 2.019], [-1.886, -1.851, 2.288], [-2.566, 1.892, -2.756], [-0.267, 0.665, 5.404], [6.152, 0.930, -3.970], [-3.984, 2.712, 1.235], [-4.564, -4.504, -1.007], [-4.471, -0.516, 0.658], [-2.020, 1.512, 2.070], [6.485, 1.295, -2.277], [-5.199, 3.511, -0.766], [0.243, -2.239, 3.560], [-3.456, -5.369, 0.061], [0.521, -1.377, 5.098], [4.289, 3.835, -4.956], [-5.170, -1.464, -0.658], [-3.490, -0.933, -0.757], [4.727, 3.350, -0.712], [5.029, 4.489, -2.028], [1.744, -3.221, 0.249], [6.754, 2.519, -3.517], [1.328, 3.413, 4.126], [1.225, -2.367, -1.925], [2.655, 3.408, -4.444], [-4.779, -2.601, 3.109], [2.708, -2.245, -3.908], [-4.633, 3.183, -2.354], [3.373, 4.141, -1.522]],
  "lowdin_spin": [3.80, 0.12, 0.00, 0.31, 0.00, 0.21, 0.04, 0.00, 0.03, 0.06, 0.12, 0.09, 0.00, 0.00, 0.01, 0.00, 0.00, 0.00, 0.02, 0.00, 0.00, 0.01, 0.01, 0.00, 0.01, 0.00, 0.04, 0.00, 0.00, 0.01, 0.00, 0.01, 0.02, 0.01, 0.01, 0.00, 0.00, 0.00, 0.00, 0.00, 0.00, 0.00, 0.00, 0.00, 0.00, 0.00, 0.00, 0.00, 0.00, 0.00, 0.00, 0.00, 0.00, 0.00, 0.00, 0.00, 0.00, 0.00, 0.00, 0.00, 0.00, 0.00, 0.00, 0.00, 0.00, 0.00, 0.00, 0.00, 0.00, 0.00, 0.00, 0.00]
}

no.,DFT total energy (eV),largest force on an atom (eV Å⁻¹)
1,-198299.6857,5.7
2,-231200.8623,1.5
3,-181274.6096,0.5